Record 1
Here is a 2-piece molecular cluster, C3H10N4 overall in a non-equilibrium geometry from the OMol25 dataset. Energies are from ωB97M-V/def2-TZVPD.

Cartesian coordinates (Å):
C 1.42782 0.74318 0.50702
C -2.14337 0.19710 -0.03083
C 1.42843 -1.48149 -0.50010
N -2.65588 1.22577 -0.56621
N -2.46812 -0.84681 0.61270
N 2.65792 1.16394 0.26105
N 0.89760 -0.37238 0.16136
H 0.79428 1.43176 1.06270
H 1.54107 -1.29513 -1.57690
H 0.75454 -2.33641 -0.38223
H 2.39464 -1.79324 -0.07469
H -3.65604 1.29756 -0.80447
H -2.09036 2.01511 -0.87721
H -3.35871 -0.96466 1.11811
H -1.83392 -1.63651 0.72128
H 2.97696 2.06281 0.59767
H 3.33313 0.58941 -0.22925

- Charge: +2
- Multiplicity: 3
- HOMO (alpha / beta): -18.04 / -18.84 eV
- ⟨S²⟩: 2.021
- E_LUMO (alpha / beta): -7.05 / -11.72 eV
- Gap between HOMO and LUMO (alpha / beta): 10.99 / 7.12 eV



Record 2
Here is a 2-piece molecular cluster, C2H2F2I2O overall in a non-equilibrium geometry from the OMol25 dataset. Energies are from ωB97M-V/def2-TZVPD.

Cartesian coordinates (Å):
C 0.45569 0.92859 0.56254
C -0.97736 -0.77897 -0.42331
O 1.23945 1.12668 -0.45212
F -2.07937 -0.31397 -1.06965
F -1.43401 -1.47499 0.68930
I 1.02305 0.20941 2.37346
I 0.29897 -1.86364 -1.68187
H -0.44015 1.67723 0.51456
H 1.91373 0.48966 -0.51292

- HOMO (alpha / beta): -8.14 / -8.14 eV
- E_LUMO (alpha / beta): -0.31 / -0.31 eV
- Gap between HOMO and LUMO (alpha / beta): 7.83 / 7.83 eV



Record 3
Here is C44H49AsO3P2STl as an isolated structure in a non-equilibrium geometry from the OMol25 dataset. Energies are from ωB97M-V/def2-TZVPD.

Cartesian coordinates (Å):
Tl 0.98917 1.56534 -0.52828
O 3.47903 -1.19000 -0.45609
S 2.04088 -1.27372 -0.17598
C 1.92820 -2.17841 1.39358
C 2.58219 -3.38084 1.58048
C 2.66858 -3.91486 2.85509
C 2.10075 -3.24102 3.92727
C 1.41069 -2.05932 3.72782
C 1.31929 -1.51151 2.44950
P 0.50996 0.10049 2.10769
C -0.81015 0.06306 3.37840
C -1.68905 -1.01817 3.36620
C -2.75659 -1.05917 4.24285
C -2.95846 -0.02211 5.14039
C -2.09024 1.05606 5.15181
C -1.02622 1.10767 4.26906
C 1.70310 1.25660 2.89003
C 1.43749 2.61662 2.71912
C 2.26632 3.56475 3.28947
C 3.35925 3.16904 4.04584
C 3.63121 1.82111 4.21027
C 2.82283 0.86778 3.61362
C 1.37417 -2.58396 -1.22777
C 2.19781 -3.54379 -1.78647
C 1.65002 -4.52207 -2.59954
C 0.28625 -4.51631 -2.85641
C -0.52480 -3.53145 -2.32046
C 0.01151 -2.54756 -1.49465
P -1.01162 -1.16908 -0.81192
C -1.94076 -0.78850 -2.35860
C -1.39093 0.23061 -3.12626
C -1.95617 0.61215 -4.32699
C -3.10984 -0.01174 -4.76976
C -3.66741 -1.03122 -4.01408
C -3.08900 -1.42665 -2.81895
C -2.28011 -2.14066 0.08020
C -2.01487 -3.39477 0.61916
C -3.01189 -4.09192 1.28032
C -4.27777 -3.54761 1.41048
C -4.53614 -2.28315 0.90782
C -3.54226 -1.58054 0.25524
H 3.04076 -3.87822 0.74124
H 3.19497 -4.84310 3.01389
H 2.21318 -3.63618 4.92625
H 0.96804 -1.53749 4.56501
H -1.52850 -1.83243 2.67277
H -3.43367 -1.89991 4.22566
H -3.79078 -0.05164 5.82639
H -2.24168 1.86330 5.85259
H -0.35958 1.95684 4.28417
H 0.56997 2.92340 2.14426
H 2.06596 4.61486 3.13844
H 4.00103 3.90920 4.50076
H 4.47403 1.50059 4.80554
H 3.07016 -0.17988 3.70346
H 3.25915 -3.49063 -1.59496
H 2.28494 -5.28066 -3.03278
H -0.13987 -5.27110 -3.50110
H -1.57868 -3.51436 -2.55463
H -0.49393 0.73067 -2.77442
H -1.48795 1.39877 -4.90475
H -3.56978 0.29231 -5.69761
H -4.55704 -1.53152 -4.36575
H -3.54416 -2.21646 -2.24069
H -1.02901 -3.82668 0.51922
H -2.80004 -5.06882 1.68979
H -5.06258 -4.10458 1.90002
H -5.51506 -1.84118 1.01353
H -3.75170 -0.59747 -0.13674
C 1.63691 2.17916 -5.85398
As 1.66456 2.12932 -3.87679
C 3.27831 3.22872 -3.61235
C 2.52474 0.35850 -3.72220
H 2.63568 1.98659 -6.24106
H 1.30415 3.15378 -6.21019
H 0.96190 1.41738 -6.24400
H 4.03539 3.00307 -4.36029
H 3.69262 3.03445 -2.62501
H 3.03005 4.28752 -3.67903
H 3.41482 0.32609 -4.34997
H 1.83966 -0.42329 -4.05547
H 2.82142 0.14130 -2.69385
C 4.34975 3.34484 0.23441
O 3.41565 2.31975 0.53522
H 5.00299 3.54976 1.08533
H 3.78136 4.24241 -0.00140
H 4.96454 3.07240 -0.62659
H 3.90434 1.53358 0.80648
C -3.24455 3.50901 -1.17622
C -3.42449 2.14806 -0.50620
C -2.39474 2.23103 0.61446
O -1.28413 2.93014 0.05753
C -1.74281 3.76620 -1.01476
H -3.81803 4.26497 -0.64138
H -3.54848 3.51230 -2.21960
H -3.16492 1.35060 -1.20472
H -4.43225 1.99347 -0.12898
H -2.04673 1.25668 0.96783
H -2.79606 2.79461 1.46759
H -1.18180 3.48962 -1.91763
H -1.52246 4.80914 -0.76631

- Charge: +1
- HOMO: -10.53 eV
- E_LUMO: -2.10 eV
- Gap between HOMO and LUMO: 8.42 eV



Record 4
Here is a 2-piece molecular cluster, C5H17N5 overall in a non-equilibrium geometry from the OMol25 dataset. Energies are from ωB97M-V/def2-TZVPD.

Cartesian coordinates (Å):
H -1.40306 -2.26177 1.28436
N -1.30081 -1.39510 1.79664
C -1.43728 -0.33192 1.08756
N -1.28631 0.88714 1.75057
N -2.00940 -0.23789 -0.17671
C -2.20208 -1.45676 -0.92989
C -1.68767 0.88971 -1.02774
H -2.05771 1.52964 1.64056
H -1.06182 0.72354 2.72279
H -2.67803 -2.21202 -0.30554
H -2.86949 -1.24396 -1.76545
H -1.26213 -1.85531 -1.33316
H -1.56861 1.79110 -0.43591
H -0.75814 0.70830 -1.57858
H -2.50298 1.04143 -1.73894
C 3.20139 -0.36056 -0.37596
N 1.87566 0.21337 -0.52260
C 1.86809 1.61848 -0.17099
N 0.86524 -0.48582 0.29682
H 3.89380 0.16164 -1.03625
H 3.58115 -0.29211 0.65723
H 3.17144 -1.41042 -0.67137
H 2.46622 2.16942 -0.89673
H 2.27196 1.80081 0.83656
H 0.84407 1.97737 -0.20421
H 0.85810 -1.39223 -0.16726
H 1.18841 -0.57610 1.26420

- HOMO: -8.40 eV
- SMILES: [H]/N=C(/N)N(C)C.CN(C)N
- E_LUMO: 0.95 eV
- Gap between HOMO and LUMO: 9.35 eV



Record 5
Here is an isolated ion of composition C4H12N2O and charge +1 in a non-equilibrium geometry from the OMol25 dataset. Energies are from ωB97M-V/def2-TZVPD.

Cartesian coordinates (Å):
O -1.52813 -1.69809 -0.55347
C -1.30092 -1.25026 0.62233
C -0.91009 0.19061 0.71134
C 0.25768 0.53192 -0.23733
C 1.47842 -0.25543 0.20335
N 2.36287 -0.43782 -1.02785
N -2.10310 1.06047 0.29681
H -1.58954 -1.71622 1.56872
H -0.75757 0.39288 1.77487
H 0.31578 1.61523 -0.33899
H -0.12187 0.07075 -1.15982
H 1.26881 -1.24422 0.59979
H 2.09270 0.31449 0.90186
H 2.66108 0.48511 -1.35642
H 1.93577 -0.99946 -1.75559
H 3.21934 -0.91056 -0.73754
H -3.05076 0.66992 0.39942
H -2.18376 1.23500 -0.71895
H -2.04670 1.94566 0.80748

- Charge: +1
- Multiplicity: 2
- HOMO (alpha / beta): -8.33 / -11.36 eV
- ⟨S²⟩: 0.754
- E_LUMO (alpha / beta): -3.58 / -3.59 eV
- Gap between HOMO and LUMO (alpha / beta): 4.75 / 7.77 eV



Record 6
Here is C20H58O16 as an isolated structure in a non-equilibrium geometry from the OMol25 dataset. Energies are from ωB97M-V/def2-TZVPD.

Cartesian coordinates (Å):
C -0.94297 0.18393 -0.35112
C -0.23697 -0.69907 0.56988
O -0.67097 -0.43807 1.95688
O -0.43997 0.05293 -1.66612
H -0.50897 1.06993 -0.20912
H -1.96997 0.48093 -0.40012
H 0.88903 -0.34407 0.51888
H -0.37197 -1.80207 0.29088
H -0.50797 -1.30507 2.38288
H -1.20597 0.04393 -2.22812
C 0.69403 3.99993 -0.16612
C -0.55997 4.77693 0.38888
O -1.67597 3.89593 0.11488
O 1.84503 4.88493 -0.17512
H 0.57003 3.55193 -1.02012
H 1.01203 3.04593 0.39288
H -0.68397 5.62293 -0.15412
H -0.66397 5.20193 1.37788
H -1.35697 3.46193 -0.72512
H 2.40003 4.98893 0.54688
C -0.02797 3.13093 -4.06012
C -1.27597 3.89793 -3.54012
O -1.89097 2.97993 -2.59812
O 0.76703 4.02193 -4.70612
H -0.39597 2.45893 -4.85712
H 0.42803 2.62493 -3.10612
H -2.01897 4.28993 -4.33012
H -1.13497 4.67293 -2.97912
H -2.38097 2.16793 -3.01312
H 1.25003 4.65393 -4.08112
C -3.89997 1.76093 3.33088
C -2.60197 2.23793 2.78288
O -1.56097 1.63793 3.48988
O -4.96997 2.35493 2.75488
H -3.94597 2.11793 4.28088
H -3.91097 0.77893 3.32588
H -2.38697 3.20293 2.94988
H -2.51097 1.97593 1.82788
H -1.13397 1.09093 2.98588
H -5.07697 3.25393 2.85188
C -1.17897 -3.54107 3.47088
C -0.65697 -4.55207 4.44188
O -1.70297 -5.02807 5.21888
O -0.04797 -3.11307 2.77288
H -1.79997 -2.81607 3.73688
H -1.69897 -4.11007 2.71688
H -0.08297 -4.28007 5.32988
H -0.26997 -5.38507 3.81988
H -1.81397 -4.44807 5.96388
H 0.30303 -3.98907 2.39188
C 1.39303 -4.36307 -0.26812
C 2.19603 -5.58207 -1.07212
O 2.72103 -5.04507 -2.34612
O 0.77403 -4.88907 0.81888
H 0.58303 -3.84007 -0.78912
H 2.21403 -3.60807 0.10988
H 1.72803 -6.36407 -1.20712
H 3.26303 -5.92307 -0.33012
H 1.85403 -4.70507 -2.80312
H 0.28303 -5.54607 0.40988
C -4.30597 0.44393 -5.20312
C -3.16197 -0.06307 -4.21712
O -3.17797 0.32993 -2.91212
O -4.02497 0.10693 -6.55012
H -4.27197 1.52393 -5.14412
H -5.23097 0.00293 -5.03912
H -2.18997 0.17193 -4.58212
H -3.28997 -1.06307 -4.05812
H -3.97897 -0.36207 -2.36312
H -4.28997 0.63493 -7.18312
C 2.10903 -1.49507 5.00488
C 2.84003 -1.17407 3.79888
C 2.62703 0.24293 3.26888
O 4.21303 -1.39607 3.93388
H 2.17103 -2.51107 5.14088
H 1.00603 -1.29607 4.92588
H 2.54503 -0.87907 5.83788
H 2.42103 -1.80007 3.02188
H 3.07103 0.54593 2.56288
H 2.98603 0.91193 4.10988
H 1.70903 0.34793 3.29788
H 4.77903 -1.59707 3.20988
C 2.77503 -0.92207 -2.18312
C 3.55203 0.32693 -2.72012
C 3.22903 1.53693 -1.97012
O 4.98403 0.06693 -2.52112
H 2.92903 -0.93307 -1.13212
H 2.99403 -1.85107 -2.62812
H 1.81603 -0.83507 -2.20312
H 3.39903 0.49993 -3.78612
H 3.64503 2.34993 -2.49112
H 3.60803 1.56893 -0.92612
H 2.14303 1.68293 -2.03212
H 5.37703 0.02493 -3.41012

- HOMO: -9.13 eV
- E_LUMO: -0.35 eV
- Gap between HOMO and LUMO: 8.78 eV



So what do the calculations give for ΔE to the lowest compared entry with this formula, charge and spin? Going down the list: 0.0, 70.0, 8.4, 0.0, 42.6, 312.3 kcal/mol.